Entry from the Open Molecules 2025 dataset: a molecular structure, C32H50IrN11O2S3 (the ωB97M-V functional and the def2-TZVPD basis).

```
99
Properties=species:S:1:pos:R:3:forces:R:3
Ir 0.120320 -0.161236 -0.286230 0.581 -0.847 -1.547
N 0.660562 -0.358472 1.872375 -0.059 -0.293 -0.374
C -0.140786 0.132875 3.000912 -0.308 0.085 0.141
C 0.462914 -0.168894 4.388165 0.057 -0.152 -0.069
C -0.433365 -0.951956 5.369522 0.021 0.081 -0.135
C -1.342943 -0.069941 6.227198 0.036 0.004 -0.168
N -2.020882 0.953136 5.441314 0.212 0.042 -0.160
C -3.231664 0.897750 4.934039 -0.077 -0.015 0.054
N -4.095794 -0.089127 5.233140 0.015 0.027 -0.024
N -3.612514 1.870083 4.095461 0.146 -0.019 -0.040
C -0.406621 1.617627 2.681872 -0.061 0.137 -0.179
O -0.719914 2.414261 3.602119 -0.260 -0.281 0.192
O -0.320618 1.854225 1.469539 -0.076 1.173 0.456
H 0.768898 -1.364469 1.923818 0.250 0.038 0.423
H 1.589278 0.058422 1.858923 0.034 -0.019 0.166
H -1.116152 -0.362611 2.906441 -0.007 -0.030 0.049
H 0.786663 0.765599 4.851962 0.063 0.000 -0.022
H 1.362492 -0.764994 4.223207 0.046 0.039 0.061
H 0.204361 -1.506091 6.060421 -0.044 -0.069 -0.028
H -1.029336 -1.688421 4.820453 0.016 0.006 0.000
H -0.736925 0.454118 6.964744 -0.047 0.031 0.061
H -2.063584 -0.675506 6.776631 0.036 0.027 0.076
H -1.392010 1.619292 4.931150 -0.019 0.039 -0.003
H -3.884797 -0.728796 5.977539 -0.022 0.000 0.006
H -5.061307 -0.003742 4.968878 -0.010 0.023 0.036
H -2.886589 2.490035 3.743263 -0.027 -0.025 -0.013
H -4.481363 1.801059 3.597303 0.007 0.009 -0.008
S 4.545973 1.360157 -0.527071 -0.275 -0.138 -0.001
C 3.123414 0.612261 -0.457710 0.385 0.125 0.051
N 2.097277 0.040639 -0.437812 0.014 0.229 0.332
C -0.709868 -3.266724 -2.051598 -0.203 0.183 0.149
C 0.565679 -2.993970 -1.214811 1.131 -0.544 0.174
C 0.938236 -4.343639 -0.532530 -0.211 0.195 0.142
C 0.152529 -2.027319 -0.195855 -1.896 0.346 -0.530
C 1.764175 -2.495385 -2.009023 -0.003 -0.546 -0.043
C 3.019893 -2.513186 -1.470485 0.006 -0.164 0.026
C 4.157557 -2.203850 -2.231829 0.007 0.051 -0.165
C 4.026072 -2.017510 -3.635415 0.037 -0.004 0.134
C 2.800232 -1.956550 -4.202889 -0.032 0.014 0.088
C 1.568729 -1.917006 -3.355705 -0.093 0.524 -0.131
H -1.496851 -3.655162 -1.402797 0.059 -0.061 -0.019
H -0.469760 -4.020178 -2.802166 0.023 0.007 -0.005
H -1.083900 -2.363838 -2.526603 0.035 -0.063 -0.085
H 0.055979 -4.776587 -0.052998 0.043 0.010 -0.016
H 1.710366 -4.219268 0.227169 0.006 -0.034 -0.049
H 1.310344 -5.037754 -1.283342 -0.018 0.001 -0.010
H -0.506779 -2.478587 0.561603 0.538 -0.187 0.289
H 3.164512 -2.809456 -0.436049 0.014 0.016 -0.049
H 5.134887 -2.198123 -1.770332 -0.018 -0.005 0.001
H 4.915010 -1.960507 -4.252114 -0.014 0.001 0.038
H 2.679249 -1.860463 -5.273601 0.026 0.040 0.012
H 0.728060 -2.368314 -3.884606 -0.040 0.030 -0.039
S 0.937913 0.418599 -4.755023 -0.255 0.291 0.104
C 1.158922 -0.390259 -3.124165 -0.541 -0.098 -0.438
N -0.085858 -0.225126 -2.372136 -0.024 0.122 0.002
C -1.161050 0.156728 -3.188308 0.559 -0.207 0.379
C -2.517519 0.195471 -2.875021 -0.052 -0.067 -0.298
C -3.459314 0.638688 -3.810828 0.058 -0.121 0.358
C -3.076129 1.036585 -5.071008 0.090 0.089 -0.209
C -1.725053 0.981646 -5.414765 -0.020 -0.013 -0.137
C -0.800246 0.549905 -4.490231 0.294 -0.052 -0.121
H 1.996116 0.103911 -2.643948 0.049 -0.137 -0.025
H -2.840359 -0.159004 -1.921903 -0.216 -0.138 0.119
H -4.509779 0.652615 -3.542032 0.052 -0.026 0.044
H -3.812177 1.365820 -5.792437 0.045 0.014 0.002
H -1.399337 1.260377 -6.410161 -0.012 0.018 0.035
C -1.432293 4.636881 -3.000702 -0.029 -0.052 -0.019
C -0.456422 4.259169 -1.892912 0.127 0.168 -0.010
C 0.970610 4.607056 -2.318986 -0.004 -0.093 -0.039
C -0.810324 4.983075 -0.594753 0.009 -0.037 0.036
N -0.636183 2.799409 -1.676967 -0.007 0.121 -0.190
N 0.434896 2.126677 -1.034391 -0.147 0.108 0.966
H -1.459325 5.719828 -3.123799 -0.015 -0.022 0.002
H -2.442036 4.289401 -2.764471 0.029 0.022 -0.015
H -1.129891 4.192617 -3.952984 -0.029 0.001 0.019
H 1.011146 5.646782 -2.644517 0.006 -0.011 0.020
H 1.292026 3.982383 -3.158075 0.007 0.017 0.010
H 1.682997 4.492065 -1.499344 0.008 0.004 -0.028
H -0.497324 6.026905 -0.643782 -0.041 -0.016 -0.003
H -0.317319 4.524222 0.266887 -0.009 0.039 -0.028
H -1.889930 4.960049 -0.421506 0.045 -0.012 0.020
H -0.788851 2.340148 -2.571148 0.050 -0.049 0.010
H 0.521653 2.516611 -0.096967 0.037 0.140 -0.052
H 1.325167 2.255846 -1.511711 -0.057 -0.144 -0.178
C -4.833073 -2.896878 2.475426 0.018 0.005 -0.076
C -4.531763 -2.715716 0.984412 0.048 0.032 0.243
C -3.718069 -1.494863 0.703610 0.019 0.064 -0.156
N -2.489680 -1.506070 0.348329 -0.005 0.238 -0.009
N -1.960476 -0.248915 0.091759 0.047 -0.267 0.468
C -2.853474 0.721350 0.236264 0.119 0.146 0.001
N -2.682158 1.996974 -0.046582 -0.082 -0.054 0.080
S -4.389375 0.115213 0.767969 -0.173 -0.057 0.025
H -5.384502 -3.822302 2.635197 -0.007 0.019 0.018
H -5.442836 -2.073637 2.854630 0.028 -0.019 0.015
H -3.908858 -2.943656 3.054094 -0.026 0.014 -0.002
H -5.467899 -2.654928 0.427699 0.021 -0.034 -0.069
H -3.969837 -3.567079 0.602760 0.003 -0.007 -0.025
H -1.863662 2.334373 -0.623096 -0.017 0.040 -0.037
H -3.456224 2.627122 0.071688 -0.023 -0.020 -0.057
```
Positions in Å, forces in eV/Å.

Values from the calculation:
multiplicity = 2
gap between HOMO and LUMO (alpha / beta) = 5.1 / 5.7 eV
ΔE to the lowest compared entry with this formula, charge and spin = 83.0 kcal per mole
charge = +1

Entry from the Open Molecules 2025 dataset: C4H6N2O2 in the gas phase (the ωB97M-V functional and the def2-TZVPD basis).

```
14
Properties=species:S:1:pos:R:3:forces:R:3
O -3.270914 -1.133018 -0.289711 0.047 -0.009 0.677
C -2.449820 -0.433323 0.194415 0.910 1.351 -1.742
O -2.087668 0.766823 -0.432027 0.308 0.628 0.472
C -0.950102 1.470117 0.062664 -2.871 0.131 -0.649
N 0.186253 1.002991 0.137573 1.656 0.894 0.471
N 0.447782 -0.298471 -0.270792 0.889 -1.133 0.057
C 1.581849 -0.766200 0.569158 0.274 -2.337 0.021
C 1.911292 -0.261957 -0.801545 -1.377 0.195 -0.563
H -1.771646 -0.511253 1.025953 -0.159 -0.925 1.022
H -1.145619 2.538399 0.307116 0.033 -1.041 -0.172
H 1.831994 -0.277390 1.583299 -0.435 -0.644 -2.085
H 1.537659 -1.944990 0.541604 0.256 2.524 0.608
H 2.119006 -0.977804 -1.689357 -0.388 1.377 1.845
H 2.059938 0.826080 -0.938352 0.857 -1.010 0.038
```
Positions in Å, forces in eV/Å.

Values from the calculation:
multiplicity = 1
SMILES string = O=CO/C=N\N1CC1
gap between HOMO and LUMO = 10.4 eV
ΔE to the lowest compared entry with this formula, charge and spin = 97.1 kcal per mole

Entry from the Open Molecules 2025 dataset: a molecular structure, C34H17N17Os (the ωB97M-V functional and the def2-TZVPD basis).

```
69
Properties=species:S:1:pos:R:3:forces:R:3
Os -0.178479 -0.001366 0.349032 -0.213 0.033 0.381
C 6.160815 -0.921486 1.864180 0.017 0.018 -0.002
C 5.839720 -2.272722 1.768628 0.032 -0.036 0.030
C 4.592667 -2.690321 1.318264 -0.121 -0.101 -0.048
C 3.684562 -1.710747 0.971598 0.294 0.468 0.028
C 2.295183 -1.772554 0.523681 -0.245 -0.281 -0.214
N 1.659952 -2.893643 0.462757 0.326 -0.141 0.273
C 0.390566 -3.003464 0.068253 -0.185 0.171 -0.060
C -0.196730 -4.229076 -0.385642 -0.325 0.071 -0.089
C 0.235728 -5.551358 -0.345728 0.083 0.003 0.016
C -0.584327 -6.508404 -0.909690 0.108 -0.013 0.042
C -1.808238 -6.164207 -1.503743 -0.097 0.034 -0.054
C -2.241657 -4.854290 -1.552870 -0.059 0.050 -0.044
C -1.421506 -3.883402 -0.985254 0.261 -0.103 0.209
C -1.535580 -2.459281 -0.877591 0.226 0.056 0.121
N -2.429010 -1.736880 -1.554859 -0.466 0.086 -0.052
C -2.314739 -0.470109 -1.768595 0.262 -0.424 -0.121
N -1.284577 0.389473 -1.378454 0.144 -0.061 0.572
C -1.740968 1.675172 -1.656562 0.338 0.327 -0.036
N -1.255016 2.814609 -1.288731 -0.413 0.091 -0.064
C -0.182060 2.947337 -0.509055 0.149 -0.212 0.107
N 0.465958 1.938760 0.159495 0.055 -0.126 -0.233
C 1.705686 2.409569 0.512862 -0.214 -0.068 -0.126
N 2.764768 1.667085 0.837343 0.290 -0.096 0.246
C 2.812283 0.385218 0.690776 -0.003 0.383 -0.111
N 1.836172 -0.491518 0.217349 -0.438 0.169 0.006
C 4.007195 -0.363547 1.068604 0.031 -0.463 -0.029
C 5.241950 0.060087 1.512665 -0.050 0.103 -0.055
C 1.764786 3.822037 0.277355 -0.330 0.077 -0.107
C 2.735187 4.782860 0.544499 0.087 0.003 0.012
C 2.473192 6.080711 0.152291 0.082 -0.040 0.043
C 1.281156 6.419482 -0.506003 -0.085 0.011 -0.061
C 0.318597 5.469877 -0.786205 -0.052 0.039 -0.057
C 0.566821 4.162698 -0.378916 0.269 -0.083 0.208
C -2.962451 1.609156 -2.454658 -0.223 -0.362 -0.006
C -3.763097 2.608729 -2.966127 0.096 0.030 -0.018
C -4.970236 2.222874 -3.537343 0.031 0.082 -0.010
C -5.341042 0.883209 -3.597324 -0.056 -0.069 -0.014
C -4.520392 -0.119063 -3.091773 0.051 -0.123 -0.003
C -3.330060 0.271763 -2.514133 0.013 0.509 0.010
N -0.495770 -1.973709 -0.122321 0.088 0.122 -0.221
H 7.139326 -0.633989 2.225827 -0.003 -0.002 -0.005
H 6.573563 -3.011201 2.064018 0.001 -0.001 -0.022
H 4.337377 -3.739081 1.249517 -0.018 0.008 0.014
H 1.175818 -5.804882 0.125754 0.001 -0.032 -0.039
H -0.282232 -7.547452 -0.896223 -0.003 0.004 0.022
H -2.422576 -6.946943 -1.929269 -0.005 0.008 0.007
H -3.188587 -4.578248 -1.997239 0.018 -0.035 -0.039
H 5.470130 1.114977 1.582031 0.012 -0.011 0.042
H 3.651579 4.516203 1.053672 0.003 0.001 -0.020
H 3.198913 6.857477 0.354886 0.002 -0.009 0.004
H 1.118198 7.448288 -0.799422 -0.009 -0.004 0.008
H -0.602543 5.725359 -1.292575 0.012 -0.001 -0.005
H -3.458695 3.644652 -2.905649 -0.051 0.008 0.041
H -5.642504 2.977896 -3.923412 0.009 -0.016 -0.029
H -6.299771 0.619702 -4.024630 0.025 -0.004 -0.039
H -4.807252 -1.161098 -3.130311 -0.014 0.006 0.048
N -1.735765 0.188971 3.588843 -0.027 0.001 0.080
C -0.419070 -0.122350 3.525489 0.564 -0.128 -0.194
N 0.324926 -0.346237 4.588966 -0.299 0.044 0.158
N 1.542550 -0.621105 4.107167 0.045 -0.002 -0.183
N 1.554252 -0.568979 2.833439 0.258 -0.100 0.176
N 0.304670 -0.248633 2.392149 -0.402 0.127 -0.083
C -2.493811 0.461214 2.499302 -0.187 0.066 -0.548
N -3.763340 0.805205 2.569488 0.118 -0.068 0.341
N -4.142089 0.980663 1.299051 0.086 -0.005 -0.183
N -3.173938 0.762591 0.498670 -0.254 0.076 -0.371
N -2.071258 0.416687 1.216351 0.364 -0.073 0.329
H -2.164881 0.260758 4.496056 -0.004 0.007 0.021
```
Positions in Å, forces in eV/Å.

Values from the calculation:
multiplicity = 5
gap between HOMO and LUMO (alpha / beta) = 5.1 / 5.8 eV

Entry from the Open Molecules 2025 dataset: a molecular structure, C18H29N3NaO4Ta (the ωB97M-V functional and the def2-TZVPD basis).

```
56
Properties=species:S:1:pos:R:3:forces:R:3
N 1.685839 0.756712 -1.205032 5.562 6.305 -5.140
C 2.473797 1.675431 -1.747030 4.163 -2.074 4.214
O 3.732220 2.103371 -1.806716 -9.476 -0.778 -0.991
Na 3.884435 0.163013 -1.346656 2.249 -3.118 0.665
Ta 0.262880 0.065059 -0.122304 -5.954 -2.149 1.055
N 0.010032 -2.006398 -0.208434 1.231 1.476 0.504
N -1.565289 0.510667 -0.948432 2.094 -0.698 1.889
C 0.018380 -2.906011 -1.408825 -0.461 -0.423 -0.608
C -1.819615 1.313049 -2.145956 1.102 0.298 -0.753
C 0.432877 -4.368488 -1.149627 0.170 -0.380 0.213
C -1.397714 -2.905885 -1.965677 -0.406 0.218 -0.108
C 0.968101 -2.381920 -2.456719 0.585 0.251 -0.606
C -1.225393 2.674868 -1.883515 -0.242 0.927 -0.112
C -3.271823 1.418211 -2.527487 -0.503 0.068 -0.092
C -1.070647 0.688573 -3.302303 0.081 -0.400 -1.014
H 1.393765 -4.455510 -0.628228 -0.110 0.126 -0.046
H 0.555997 -4.897429 -2.112500 -0.119 0.459 0.298
H -0.307613 -4.952126 -0.588244 0.111 0.251 -0.174
H -2.085046 -3.357148 -1.253319 -0.056 -0.156 0.004
H -1.474001 -3.437489 -2.921877 0.059 0.070 0.265
H -1.720515 -1.874014 -2.102047 -0.111 -0.014 -0.168
H 0.861786 -1.322732 -2.652185 -0.372 0.467 -0.105
H 0.822326 -2.878939 -3.424954 -0.039 0.070 0.311
H 2.017096 -2.522987 -2.193395 0.130 -0.247 0.255
H -1.704509 3.137036 -1.028493 -0.087 0.172 0.233
H -1.351692 3.347025 -2.733017 -0.015 -0.024 -0.032
H -0.160321 2.616200 -1.665294 0.112 -0.018 -0.013
H -3.862685 1.979238 -1.819196 -0.143 0.150 0.281
H -3.737286 0.452991 -2.672076 -0.069 -0.331 -0.025
H -3.354713 1.948171 -3.472117 0.122 0.063 -0.111
H -1.225897 1.264386 -4.220519 0.025 0.012 0.169
H -1.407533 -0.326457 -3.518477 -0.078 0.033 0.069
H 0.010487 0.639828 -3.157168 0.027 0.100 0.155
C -0.372071 -2.732782 1.006440 0.164 -0.802 1.387
H 0.100983 -2.272956 1.885993 -0.193 -0.165 -0.201
H -1.462306 -2.784034 1.241169 0.524 0.309 -0.609
H -0.031475 -3.805243 0.996960 -0.185 1.303 -0.044
C -2.706434 0.372458 -0.047337 -0.617 -0.213 0.416
H -2.415466 -0.057321 0.921536 0.079 -0.005 -0.041
H -3.195057 1.341481 0.167176 0.457 -0.312 -0.021
H -3.498299 -0.281962 -0.459360 0.510 0.137 0.069
O 1.758391 -0.489312 4.173318 -0.146 0.637 -0.616
C 1.916873 0.845200 4.363553 -0.563 0.267 -0.765
C 2.484457 1.347953 5.536631 0.176 -0.309 0.275
C 2.656007 2.727289 5.741846 -0.372 -1.624 -0.373
C 2.257864 3.627871 4.768528 -0.369 0.614 -0.970
C 1.673454 3.171814 3.578348 0.265 0.532 0.744
C 1.473714 1.786990 3.366314 -0.483 -0.041 -1.175
C 0.830142 1.346780 2.085417 2.065 -1.252 4.336
O 0.438055 2.001494 1.142716 -0.968 1.135 -2.763
O 0.722061 0.019811 1.898198 -0.456 -0.372 -1.467
H 1.343074 -0.610837 3.266709 0.640 -0.049 1.575
H 2.789170 0.612538 6.294632 -0.128 0.455 -0.352
H 3.081781 3.047408 6.677084 0.101 0.179 0.092
H 2.400308 4.702022 4.945409 -0.134 -0.543 -0.235
H 1.367049 3.923042 2.836536 0.052 -0.588 0.254
```
Positions in Å, forces in eV/Å.

Values from the calculation:
multiplicity = 1
gap between HOMO and LUMO = 4.1 eV
ΔE to the lowest compared entry with this formula, charge and spin = 71.0 kcal per mole
charge = +2

Entry from the Open Molecules 2025 dataset: 2 unconnected molecules or ions with the total composition C4H8NO4 (the ωB97M-V functional and the def2-TZVPD basis).

```
17
Properties=species:S:1:pos:R:3:forces:R:3
C -1.270441 0.623349 0.007923 -0.132 -0.167 -0.112
C -0.149471 1.425518 -0.649811 -0.075 0.000 -0.072
C -0.980125 -0.767008 -0.555320 0.239 0.218 -0.053
C 0.568708 -0.762595 -0.543038 -0.916 -0.468 -0.530
N 0.969546 0.485661 -0.666569 -0.182 0.178 0.038
O 2.188676 0.947813 -0.375217 0.389 0.077 -0.013
O -1.435928 -1.857205 0.204730 -0.011 -0.108 0.194
O 1.290693 -0.101299 1.976751 0.168 0.352 0.627
O 1.188245 -1.827436 -0.373099 0.235 0.183 0.167
H -1.111718 0.593876 1.087579 0.025 -0.028 -0.048
H -2.271840 1.001377 -0.205881 -0.045 -0.003 -0.063
H -0.418723 1.721328 -1.675257 0.053 0.087 0.094
H 0.154505 2.314162 -0.093508 0.037 -0.128 -0.029
H -1.379560 -0.858955 -1.580813 0.130 0.033 0.080
H -0.613773 -2.338595 0.420147 -0.105 -0.011 -0.143
H 1.509240 -1.006848 1.750402 0.006 -0.244 -0.155
H 1.761968 0.406859 1.270975 0.185 0.029 0.019
```
Positions in Å, forces in eV/Å.

Values from the calculation:
multiplicity = 1
gap between HOMO and LUMO = 7.1 eV
ΔE to the lowest compared entry with this formula, charge and spin = 72.4 kcal per mole
charge = -1